1.
{
  "formula": "C4H6F4O2S",
  "method": "ωB97M-V/def2-TZVPD",
  "species": ["C", "C", "C", "C", "O", "O", "F", "F", "F", "F", "S", "H", "H", "H", "H", "H", "H"],
  "xyz": [[0.495, -0.727, -0.420], [-1.151, 0.978, 0.713], [-0.043, -0.010, 0.651], [0.096, -0.683, 2.015], [2.955, 1.572, 2.234], [1.509, 2.970, 0.828], [1.163, -1.536, 2.114], [-1.000, -1.549, 2.248], [0.103, 0.116, 3.096], [2.778, 0.916, -0.114], [1.972, 1.647, 1.210], [1.082, -1.598, -0.211], [1.124, -0.101, -1.080], [-0.280, -1.103, -1.288], [-1.476, 0.930, -0.273], [-0.705, 2.008, 0.883], [-1.801, 0.720, 1.532]],
  "mulliken_charge": [-1.083, -0.999, 0.221, 0.774, -0.423, -0.462, -0.280, -0.293, -0.232, -0.284, 1.173, 0.359, 0.323, 0.273, 0.385, 0.223, 0.325],
  "spin_multiplicity": 3,
  "orbital_gap_ha": [0.33624, 0.30368],
  "e_lumo_ev": [0.69, -4.35],
  "e_homo_ha": [-0.311, -0.464],
  "e_tot_ev": -30041.1810
}

=====

2.
{
  "formula": "C4H6F7N2O11S4V",
  "method": "ωB97M-V/def2-TZVPD",
  "species": ["O", "V", "C", "O", "O", "C", "F", "F", "F", "C", "C", "H", "H", "H", "H", "H", "H", "N", "S", "O", "O", "F", "S", "O", "O", "F", "N", "S", "O", "O", "F", "S", "O", "O", "F"],
  "xyz": [[0.109, 0.357, 1.591], [0.820, 0.313, 0.147], [-1.887, 0.046, -1.509], [-2.189, -0.100, -0.133], [-0.545, 0.361, -1.585], [-2.533, -1.114, -2.394], [-2.520, -2.305, -1.820], [-3.818, -0.775, -2.523], [-2.052, -1.132, -3.629], [-3.352, 0.567, 0.445], [-3.649, -0.159, 1.743], [-4.094, -1.128, 1.519], [-2.705, -0.367, 2.248], [-4.514, 0.267, 2.251], [-4.106, 0.656, -0.337], [-3.173, 1.595, 0.759], [-2.355, 0.969, -1.852], [1.883, 1.981, 0.051], [1.776, 3.513, -0.128], [1.654, 4.147, -1.465], [2.202, 4.326, 1.027], [0.248, 3.281, 0.426], [3.624, 2.053, 0.344], [3.943, 2.042, 1.790], [4.407, 2.836, -0.620], [3.847, 0.432, -0.039], [1.594, -1.560, 0.254], [2.600, -2.289, 1.474], [4.017, -2.280, 1.196], [2.120, -3.371, 2.290], [2.366, -0.998, 2.444], [1.691, -2.838, -0.679], [1.018, -4.016, -0.142], [2.937, -3.011, -1.420], [0.631, -2.300, -1.724]],
  "mulliken_charge": [-0.393, 1.829, 0.214, -0.395, -0.503, 0.888, -0.204, -0.262, -0.232, -0.219, -1.219, 0.338, 0.246, 0.416, 0.453, 0.259, 0.510, -0.082, 0.848, -0.539, -0.501, -0.322, 0.877, -0.481, -0.472, -0.267, 0.025, 0.954, -0.498, -0.510, -0.276, 0.818, -0.532, -0.546, -0.221],
  "spin_multiplicity": 3,
  "orbital_gap_ha": [0.30256, 0.20629],
  "e_lumo_ev": [-3.43, -6.11],
  "e_homo_ha": [-0.429, -0.431],
  "de_lowest_ev": 0.000,
  "e_tot_ev": -117790.4752
}

=====

3.
{
  "formula": "C4H6FHgO2",
  "method": "ωB97M-V/def2-TZVPD",
  "species": ["C", "C", "O", "O", "H", "H", "H", "Hg", "C", "C", "H", "H", "F", "H"],
  "xyz": [[-1.199, 0.775, -0.247], [-2.413, 0.763, 0.661], [-3.459, 0.198, 0.415], [-0.159, 1.512, 0.226], [-1.594, 1.074, -1.249], [-0.944, -0.309, -0.379], [-2.342, 1.463, 1.531], [1.523, 2.173, -0.743], [1.513, -1.888, -0.292], [1.875, -0.747, 0.262], [1.113, -2.674, 0.346], [1.580, -2.057, -1.368], [2.628, 0.196, -0.481], [1.878, -0.479, 1.318]],
  "mulliken_charge": [-0.045, -0.004, -0.493, -0.680, 0.232, 0.119, 0.285, 0.541, -0.625, 0.098, 0.267, 0.266, -0.290, 0.329],
  "spin_multiplicity": 2,
  "orbital_gap_ha": [0.32416, 0.26665],
  "e_lumo_ev": [0.39, -1.88],
  "e_homo_ha": [-0.310, -0.336],
  "e_tot_ev": -15228.4246
}

=====

4.
{
  "formula": "C4H6FNO",
  "method": "ωB97M-V/def2-TZVPD",
  "species": ["C", "C", "C", "C", "N", "O", "F", "H", "H", "H", "H", "H", "H"],
  "xyz": [[1.692, 0.116, 0.432], [-0.687, 0.714, -1.444], [0.724, -0.684, 1.134], [-0.940, -0.430, -0.551], [2.305, 0.900, -0.131], [0.287, -0.326, 2.375], [-2.162, -0.397, 0.145], [-1.351, 1.618, -0.996], [0.392, 0.995, -1.468], [-0.997, 0.439, -2.470], [0.786, -1.713, 0.971], [-0.851, -1.525, -0.879], [0.802, 0.294, 2.881]],
  "mulliken_charge": [0.432, -0.798, -0.188, 0.068, -0.478, -0.498, -0.284, 0.243, 0.294, 0.257, 0.321, 0.295, 0.336],
  "spin_multiplicity": 1,
  "orbital_gap_ha": [0.32119, 0.32124],
  "e_lumo_ev": [0.17, 0.17],
  "e_homo_ha": [-0.315, -0.315],
  "de_lowest_ev": 3.576,
  "e_tot_ev": -10496.5777
}

=====

5.
{
  "formula": "C4H6FNO2",
  "method": "ωB97M-V/def2-TZVPD",
  "species": ["C", "C", "C", "C", "H", "H", "H", "H", "H", "H", "N", "O", "O", "F"],
  "xyz": [[1.179, 1.324, 0.173], [0.601, 0.037, -0.130], [1.470, -0.945, 0.015], [-1.801, -1.152, -0.074], [1.518, 1.950, -0.906], [2.183, 1.389, 0.851], [0.250, 1.803, 0.776], [2.597, -0.792, 0.055], [-2.423, 0.807, 0.091], [-1.450, -2.271, -0.270], [-0.851, -0.146, -0.336], [-1.420, 1.100, -0.361], [-2.988, -0.896, 0.256], [1.134, -2.208, -0.139]],
  "mulliken_charge": [-0.926, 0.267, -0.144, 0.185, 0.195, 0.305, 0.310, 0.293, 0.388, 0.271, 0.232, -0.536, -0.603, -0.237],
  "spin_multiplicity": 1,
  "orbital_gap_ha": 0.34925,
  "e_lumo_ev": 0.82,
  "e_homo_ha": -0.319,
  "de_lowest_ev": 4.939,
  "e_tot_ev": -12543.1508
}

=====

6.
{
  "formula": "C4H6FNOS",
  "method": "ωB97M-V/def2-TZVPD",
  "species": ["C", "C", "C", "C", "H", "H", "H", "H", "H", "H", "N", "O", "F", "S"],
  "xyz": [[1.182, -0.584, 0.363], [1.190, 0.984, 0.678], [0.110, -0.880, -0.846], [-2.213, 0.100, 0.055], [1.048, -1.052, 1.430], [0.797, 1.241, 1.723], [2.240, 1.337, 0.270], [0.620, -0.580, -2.206], [-0.551, -1.999, -0.877], [-2.626, 1.135, 0.435], [-0.974, 0.233, -0.423], [-3.091, -0.827, 0.184], [2.457, -0.774, -0.277], [-0.189, 1.665, -0.508]],
  "mulliken_charge": [0.309, -0.690, -0.595, 0.194, 0.277, 0.330, 0.335, 0.270, 0.285, 0.237, 0.028, -0.588, -0.320, -0.074],
  "spin_multiplicity": 1,
  "orbital_gap_ha": 0.35236,
  "e_lumo_ev": 0.34,
  "e_homo_ha": -0.340,
  "de_lowest_ev": 4.822,
  "e_tot_ev": -21331.0835
}

=====

7.
{
  "formula": "C4H6FNSe",
  "method": "ωB97M-V/def2-TZVPD",
  "species": ["C", "C", "C", "C", "N", "F", "Se", "H", "H", "H", "H", "H", "H"],
  "xyz": [[1.864, -1.293, 0.610], [-1.036, 1.917, 0.602], [-0.844, -0.995, -0.560], [1.297, -0.764, -0.558], [2.119, -1.696, 1.659], [1.574, 0.583, -0.641], [-1.280, 0.718, -0.991], [0.014, 2.090, 0.530], [-1.674, 2.691, 0.478], [-1.290, 1.168, 1.424], [-1.259, -1.559, -1.463], [-1.071, -1.513, 0.370], [1.585, -1.347, -1.460]],
  "mulliken_charge": [0.280, -0.785, -0.669, -0.019, -0.391, -0.260, 0.108, 0.247, 0.335, 0.243, 0.283, 0.349, 0.279],
  "spin_multiplicity": 1,
  "orbital_gap_ha": 0.31846,
  "e_lumo_ev": 0.31,
  "e_homo_ha": -0.307,
  "de_lowest_ev": 1.455,
  "e_tot_ev": -73795.4049
}

=====

8.
{
  "formula": "C4H6FO4Sm",
  "method": "ωB97M-V/def2-TZVPD",
  "species": ["C", "O", "H", "H", "H", "C", "O", "C", "C", "O", "O", "F", "H", "H", "H", "Sm"],
  "xyz": [[1.931, -2.500, 2.788], [0.711, -2.412, 2.159], [2.277, -3.550, 2.947], [2.743, -1.986, 2.215], [1.929, -2.045, 3.809], [-3.625, -3.237, 4.566], [-3.334, -2.593, 3.478], [-1.722, -2.590, 3.304], [-1.424, -3.745, 4.243], [-2.561, -3.788, 5.135], [-4.628, -3.017, 5.245], [-1.388, -1.377, 3.849], [-1.740, -2.746, 2.225], [-1.377, -4.695, 3.706], [-0.533, -3.573, 4.851], [-5.249, -3.176, 7.741]],
  "mulliken_charge": [-0.674, -0.788, 0.171, 0.246, 0.172, 0.713, -0.360, 0.327, -0.283, -0.320, -0.694, -0.216, 0.350, 0.267, 0.235, 0.855],
  "spin_multiplicity": 8,
  "orbital_gap_ha": [0.15036, 0.13621],
  "e_lumo_ev": [-1.17, -1.55],
  "e_homo_ha": [-0.193, -0.193],
  "e_tot_ev": -33050.9175
}

=====

9.
{
  "formula": "C4H6HgO2",
  "method": "ωB97M-V/def2-TZVPD",
  "species": ["O", "C", "Hg", "O", "C", "H", "C", "H", "H", "H", "C", "H", "H"],
  "xyz": [[-0.032, -1.248, -0.661], [-1.396, -1.189, -0.869], [-3.383, -0.226, -2.071], [-1.860, -0.062, -0.108], [0.400, -0.411, 0.404], [0.337, -0.970, 1.354], [1.796, 0.101, 0.159], [2.465, -0.714, -0.150], [1.793, 0.873, -0.623], [2.201, 0.538, 1.083], [-0.775, 0.711, 0.404], [-0.489, 1.500, -0.312], [-1.058, 1.097, 1.390]],
  "mulliken_charge": [-0.310, -0.141, 0.305, -0.302, 0.373, 0.248, -1.239, 0.323, 0.320, 0.342, -0.468, 0.284, 0.264],
  "spin_multiplicity": 3,
  "orbital_gap_ha": [0.24682, 0.25792],
  "e_lumo_ev": [0.59, -2.23],
  "e_homo_ha": [-0.225, -0.340],
  "de_lowest_ev": 0.000,
  "e_tot_ev": -12509.8113
}

=====

10.
{
  "formula": "C4H6IN",
  "method": "ωB97M-V/def2-TZVPD",
  "species": ["C", "C", "C", "C", "N", "I", "H", "H", "H", "H", "H", "H"],
  "xyz": [[-0.050, -0.205, 0.522], [-0.181, -1.684, 0.146], [1.114, -1.739, 0.944], [-1.057, 3.467, -1.081], [1.055, -0.300, 1.220], [-1.171, 1.662, -0.022], [-1.120, -2.296, 0.496], [-0.012, -1.653, -0.918], [1.012, -2.426, 1.777], [2.018, -1.936, 0.430], [-0.021, 3.703, -1.345], [-1.587, 3.407, -2.170]],
  "mulliken_charge": [0.074, -0.229, -0.328, -0.692, -0.520, 0.269, 0.258, 0.219, 0.245, 0.256, 0.260, 0.189],
  "spin_multiplicity": 1,
  "orbital_gap_ha": [0.26367, 0.26506],
  "e_lumo_ev": [-0.91, -0.94],
  "e_homo_ha": [-0.297, -0.299],
  "de_lowest_ev": 5.598,
  "e_tot_ev": -13829.5600
}

=====

11.
{
  "formula": "C4H6IN2",
  "method": "ωB97M-V/def2-TZVPD",
  "species": ["C", "C", "C", "C", "N", "N", "I", "H", "H", "H", "H", "H", "H"],
  "xyz": [[-0.278, -1.430, -1.243], [-0.543, -0.578, -0.097], [1.655, -0.064, -1.768], [0.257, 1.272, 1.162], [0.821, -1.132, -1.885], [0.435, 0.181, 0.286], [3.610, 0.119, -1.906], [-1.080, -2.081, -1.686], [-1.433, -0.606, 0.403], [-0.648, 1.052, 1.673], [1.199, 1.410, 1.758], [0.092, 2.212, 0.687], [0.757, -1.690, -2.842]],
  "mulliken_charge": [-0.330, 0.115, -0.121, -0.767, -0.071, -0.302, 0.414, 0.345, 0.466, 0.330, 0.259, 0.331, 0.330],
  "spin_multiplicity": 3,
  "orbital_gap_ha": [0.24715, 0.27196],
  "e_lumo_ev": [-5.37, -6.56],
  "e_homo_ha": [-0.444, -0.513],
  "de_lowest_ev": 0.711,
  "e_tot_ev": -15313.6161,
  "charge": 1
}

=====

12.
{
  "formula": "C4H6INO",
  "method": "ωB97M-V/def2-TZVPD",
  "species": ["C", "C", "C", "C", "N", "O", "I", "H", "H", "H", "H", "H", "H"],
  "xyz": [[2.086, -0.840, 2.009], [-0.927, 0.374, 0.698], [-1.138, 0.314, -0.820], [0.220, 0.060, -0.205], [3.003, -1.188, 1.308], [1.118, -0.614, 2.602], [1.622, 1.628, -0.736], [-0.927, 1.383, 0.913], [-1.211, -0.500, 1.362], [-1.711, -0.543, -1.118], [-1.144, 1.232, -1.503], [3.888, -0.868, 1.289], [0.867, -0.879, -0.235]],
  "mulliken_charge": [0.651, -0.515, -0.588, -0.455, -0.455, -0.399, -0.016, 0.314, 0.242, 0.257, 0.218, 0.250, 0.495],
  "spin_multiplicity": 1,
  "orbital_gap_ha": 0.35727,
  "e_lumo_ev": 0.52,
  "e_homo_ha": -0.338,
  "de_lowest_ev": 2.086,
  "e_tot_ev": -15881.7313
}

=====

13.
{
  "formula": "C4H6INO",
  "method": "ωB97M-V/def2-TZVPD",
  "species": ["C", "C", "C", "C", "N", "O", "I", "H", "H", "H", "H", "H", "H"],
  "xyz": [[1.276, -0.093, 1.963], [0.756, -0.895, 1.075], [-0.252, -0.577, -0.022], [-0.884, 1.356, -1.281], [-0.703, -1.391, -0.788], [-0.223, 0.737, -0.175], [1.092, -3.053, 1.230], [2.036, -0.349, 2.697], [0.975, 0.857, 1.705], [-0.373, 1.227, -2.270], [-0.731, 2.441, -1.159], [-1.813, 0.994, -1.298], [-1.155, -1.256, -1.678]],
  "mulliken_charge": [-0.707, -0.196, 0.736, -0.855, -0.559, -0.360, 0.020, 0.306, 0.420, 0.298, 0.223, 0.421, 0.253],
  "spin_multiplicity": 1,
  "orbital_gap_ha": 0.35340,
  "e_lumo_ev": 0.64,
  "e_homo_ha": -0.330,
  "de_lowest_ev": 2.651,
  "e_tot_ev": -15881.1670
}

=====

14.
{
  "formula": "C4H6INS",
  "method": "ωB97M-V/def2-TZVPD",
  "species": ["C", "C", "C", "C", "N", "S", "I", "H", "H", "H", "H", "H", "H"],
  "xyz": [[1.510, -0.094, -0.117], [1.085, -1.532, -0.247], [-0.637, 0.287, 0.469], [-1.723, 1.271, -0.080], [0.763, 0.834, 0.264], [-0.763, -1.445, -0.169], [3.586, 0.165, -0.511], [1.413, -1.886, -1.213], [1.449, -2.120, 0.539], [-0.728, 0.180, 1.594], [-1.892, 2.171, 0.612], [-2.618, 0.540, -0.134], [-1.444, 1.629, -1.008]],
  "mulliken_charge": [0.136, -0.615, 0.132, -0.976, -0.511, -0.180, 0.068, 0.405, 0.376, 0.297, 0.271, 0.279, 0.319],
  "spin_multiplicity": 1,
  "orbital_gap_ha": 0.34662,
  "e_lumo_ev": 0.34,
  "e_homo_ha": -0.334,
  "de_lowest_ev": 0.000,
  "e_tot_ev": -24670.4573
}

=====

15.
{
  "formula": "C4H6InO3",
  "method": "ωB97M-V/def2-TZVPD",
  "species": ["H", "O", "O", "O", "C", "C", "C", "H", "In", "H", "C", "H", "H", "H"],
  "xyz": [[0.967, -0.452, 0.901], [-1.104, -0.463, 1.330], [-1.573, 1.427, 0.394], [-2.890, 0.712, 2.052], [0.021, -0.083, 0.520], [-0.344, 1.049, -0.096], [-1.958, 0.519, 1.278], [0.036, 1.581, -0.961], [-3.885, 0.107, 3.380], [2.337, -0.286, -0.831], [2.146, -0.887, -1.771], [2.691, -1.834, -1.679], [1.075, -1.096, -1.888], [2.481, -0.292, -2.630]],
  "mulliken_charge": [0.349, -0.113, -0.144, -0.367, -0.179, 0.354, 0.918, 0.456, 1.262, 0.181, -0.671, 0.327, 0.284, 0.343],
  "spin_multiplicity": 1,
  "orbital_gap_ha": [0.26936, 0.17762],
  "e_lumo_ev": [-17.14, -18.23],
  "e_homo_ha": [-0.899, -0.848],
  "de_lowest_ev": 1.542,
  "e_tot_ev": -15520.2266,
  "charge": 3
}

=====

16.
{
  "formula": "C4H6IrLiO7",
  "method": "ωB97M-V/def2-TZVPD",
  "species": ["O", "C", "O", "O", "O", "C", "C", "Li", "H", "H", "H", "H", "C", "O", "O", "H", "Ir", "O", "H"],
  "xyz": [[2.071, -3.856, 1.173], [2.045, -2.634, 0.883], [2.938, -1.826, 1.236], [0.916, -2.185, 0.308], [-0.855, 0.826, -0.525], [-0.631, -0.554, -0.441], [0.728, -0.779, 0.201], [3.854, -3.451, 1.878], [-0.625, -0.983, -1.455], [-1.406, -1.002, 0.205], [0.759, -0.316, 1.197], [1.517, -0.339, -0.425], [-1.478, 2.615, -0.413], [-2.173, 2.491, -1.486], [-0.612, 3.669, -0.275], [-0.592, 4.151, -1.108], [-2.834, 0.882, -2.276], [-1.986, 2.202, 0.739], [-1.637, 1.088, 0.583]],
  "mulliken_charge": [-0.854, 0.880, -0.851, -0.260, -0.769, -0.482, -0.418, 0.877, 0.303, 0.330, 0.289, 0.287, 0.945, -0.622, -0.419, 0.348, 0.577, -0.612, 0.452],
  "spin_multiplicity": 5,
  "orbital_gap_ha": [0.27632, 0.28004],
  "e_lumo_ev": [-0.52, -2.01],
  "e_homo_ha": [-0.295, -0.354],
  "de_lowest_ev": 1.864,
  "e_tot_ev": -21616.1927
}

=====

17.
{
  "formula": "C4H6KO2",
  "method": "ωB97M-V/def2-TZVPD",
  "species": ["O", "C", "H", "H", "C", "C", "C", "O", "K", "H", "H", "H", "H"],
  "xyz": [[-0.250, 2.357, -1.311], [0.591, 1.430, -1.561], [-1.194, 1.441, 0.592], [0.454, 1.069, -2.648], [-2.000, 0.612, 0.908], [-2.131, -0.598, 0.354], [-1.198, -1.783, 0.400], [-0.068, -1.546, -0.368], [1.606, -0.080, 0.547], [-2.788, -0.654, -0.528], [-2.843, 1.299, 0.764], [-1.751, -2.667, 0.000], [-1.099, -2.056, 1.478]],
  "mulliken_charge": [-0.572, -0.174, 0.160, -0.014, -0.687, 0.239, -0.605, -0.854, 0.693, 0.230, 0.157, 0.216, 0.211],
  "spin_multiplicity": 1,
  "orbital_gap_ha": 0.14269,
  "e_lumo_ev": 2.12,
  "e_homo_ha": -0.065,
  "de_lowest_ev": 0.000,
  "e_tot_ev": -24660.4701,
  "charge": -1
}

=====

18.
{
  "formula": "C4H6KO2",
  "method": "ωB97M-V/def2-TZVPD",
  "species": ["H", "O", "C", "C", "C", "C", "O", "H", "H", "H", "H", "H", "K"],
  "xyz": [[-1.078, -0.351, -1.356], [0.533, 1.879, -0.393], [-0.814, 1.487, -0.298], [-0.966, 0.011, -0.328], [-0.698, -0.930, 0.598], [0.473, -1.797, 0.556], [1.432, -1.665, -0.197], [0.927, 1.887, 0.481], [-1.359, 1.871, -1.180], [-1.265, 1.829, 0.651], [0.534, -2.568, 1.347], [-1.315, -0.990, 1.495], [3.596, -0.665, -1.375]],
  "mulliken_charge": [0.276, -0.483, -0.409, 0.027, -0.454, -0.092, -0.521, 0.324, 0.292, 0.311, 0.360, 0.368, 1.001],
  "spin_multiplicity": 1,
  "orbital_gap_ha": [0.29543, 0.29531],
  "e_lumo_ev": [-4.42, -4.42],
  "e_homo_ha": [-0.458, -0.458],
  "de_lowest_ev": 3.178,
  "e_tot_ev": -24657.3801,
  "charge": 1
}